(1)
Here is a structure of composition C7H9MnNO2 from the Open Molecules 2025 dataset. Energies are from ωB97M-V/def2-TZVPD.

Last column: natural (NBO) charge in e.
Cartesian coordinates (Å):
Mn  -0.937  0.160  -1.152  1.41
C  -0.613  0.170  -4.333  -0.87
H  0.470  0.322  -4.250  0.21
H  -0.820  -0.883  -4.562  0.22
H  -1.000  0.800  -5.140  0.22
H  -1.128  0.462  -3.377  0.19
H  -1.750  1.339  -1.895  -0.57
O  1.018  -2.988  0.546  -0.60
C  0.406  -1.957  0.298  0.73
O  -0.263  -1.685  -0.792  -0.87
C  0.365  -0.856  1.319  0.11
C  0.959  -0.936  2.572  -0.20
C  0.926  0.187  3.396  -0.14
C  0.346  1.368  2.911  -0.25
C  -0.234  1.387  1.643  0.05
N  -0.183  0.288  0.842  -0.57
H  1.446  -1.869  2.844  0.26
H  1.383  0.144  4.380  0.23
H  0.343  2.277  3.510  0.23
H  -0.734  2.270  1.239  0.22

Largest force on an atom = 0.0365 Eh/bohr
Energy relative to the best compared isomer or geometry (same formula, charge and spin) = 0.0 kcal per mole
Frontier orbital gap (alpha / beta) = 8.34 / 9.16 eV
Electronic energy = -1628.36085 hartree
Spin multiplicity = 6
E_HOMO (alpha / beta) = -8.77 / -9.70 eV

***

(2)
Here is a cluster of 10 separate species, C51H68BF27O23 in total from the Open Molecules 2025 dataset. Energies are from ωB97M-V/def2-TZVPD.

Last column: Löwdin charge in e.
Cartesian coordinates (Å):
C  -2.450  -3.426  2.046  -0.11
O  -3.021  -4.402  1.205  -0.19
C  -2.268  -4.633  0.023  -0.22
C  -1.177  -5.679  0.243  -0.17
C  -0.068  -5.591  -0.799  -0.20
C  1.172  -6.476  -0.546  -0.20
C  1.490  -6.715  0.931  -0.19
C  2.060  -5.399  1.505  -0.19
C  1.933  -5.126  3.001  -0.15
C  2.446  -3.720  3.449  -0.11
C  2.857  -2.831  2.313  -0.14
C  4.085  -2.829  1.770  0.06
C  4.444  -1.962  0.643  -0.37
O  5.589  -1.829  0.260  0.11
C  3.340  -1.223  -0.015  0.08
C  2.092  -1.199  0.476  0.02
B  0.946  -0.391  -0.241  -0.62
O  -0.323  -0.873  -0.242  0.19
O  1.238  0.834  -0.852  0.12
C  1.808  -1.920  1.752  -0.29
O  0.763  -1.732  2.344  0.11
H  -1.550  -3.791  2.562  0.08
H  -2.169  -2.523  1.492  0.08
H  -3.187  -3.167  2.807  0.09
H  -1.814  -3.690  -0.313  0.11
H  -2.978  -4.969  -0.735  0.12
H  -0.777  -5.511  1.247  0.09
H  -1.623  -6.679  0.251  0.13
H  0.259  -4.543  -0.831  0.10
H  -0.476  -5.790  -1.796  0.12
H  1.116  -7.416  -1.104  0.11
H  2.029  -5.942  -0.978  0.11
H  0.638  -7.103  1.478  0.08
H  2.278  -7.459  0.986  0.08
H  1.625  -4.569  0.935  0.10
H  3.130  -5.405  1.271  0.12
H  2.527  -5.881  3.527  0.12
H  0.911  -5.246  3.350  0.09
H  3.256  -3.798  4.175  0.11
H  1.616  -3.221  3.952  0.11
H  4.849  -3.476  2.188  0.12
H  3.604  -0.677  -0.916  0.13
H  -0.968  -0.206  -0.507  0.12
H  1.417  0.736  -1.794  0.12
C  2.746  4.213  -0.856  -0.05
C  1.255  4.050  -0.660  -0.19
O  0.751  4.956  0.350  0.03
C  0.582  6.212  -0.023  -0.40
O  0.772  6.680  -1.105  0.17
C  0.031  7.031  1.165  -0.55
F  0.754  6.823  2.269  0.17
F  -1.234  6.668  1.415  0.17
F  0.049  8.328  0.881  0.18
H  3.270  4.075  0.091  0.09
H  3.106  3.467  -1.564  0.08
H  2.993  5.200  -1.243  0.08
H  1.031  3.058  -0.286  0.08
H  0.704  4.202  -1.589  0.13
C  -0.522  7.756  -3.999  -0.06
C  -1.073  7.832  -5.401  -0.18
O  -0.420  6.893  -6.294  0.05
C  -0.802  5.637  -6.197  -0.41
O  -1.644  5.173  -5.484  0.17
C  -0.011  4.780  -7.209  -0.55
F  1.302  5.016  -7.127  0.17
F  -0.410  5.061  -8.457  0.16
F  -0.219  3.485  -6.986  0.17
H  0.556  7.924  -3.994  0.09
H  -0.997  8.517  -3.385  0.06
H  -0.710  6.785  -3.544  0.07
H  -0.878  8.809  -5.837  0.12
H  -2.144  7.661  -5.422  0.10
C  -6.497  5.893  -9.631  -0.06
C  -5.875  5.355  -8.362  -0.19
O  -5.193  6.392  -7.623  0.03
C  -5.956  7.207  -6.916  -0.41
O  -7.144  7.178  -6.794  0.17
C  -5.061  8.231  -6.188  -0.55
F  -4.188  8.794  -7.032  0.17
F  -4.368  7.612  -5.224  0.16
F  -5.793  9.192  -5.637  0.17
H  -5.740  6.376  -10.250  0.08
H  -6.939  5.074  -10.197  0.08
H  -7.278  6.619  -9.413  0.08
H  -5.098  4.628  -8.585  0.13
H  -6.613  4.885  -7.713  0.13
C  -4.579  11.645  -1.181  -0.06
C  -4.639  12.087  -2.626  -0.18
O  -3.329  12.439  -3.129  0.04
C  -2.542  11.431  -3.453  -0.40
O  -2.796  10.263  -3.403  0.16
C  -1.196  11.967  -3.986  -0.55
F  -0.677  12.888  -3.173  0.18
F  -1.382  12.523  -5.191  0.17
F  -0.327  10.968  -4.113  0.17
H  -4.123  12.420  -0.564  0.08
H  -5.588  11.457  -0.815  0.08
H  -3.998  10.731  -1.069  0.08
H  -5.222  12.998  -2.732  0.13
H  -5.071  11.322  -3.270  0.12
C  -3.927  -10.737  4.241  -0.06
C  -3.376  -9.873  3.129  -0.19
O  -2.517  -8.831  3.640  0.03
C  -1.292  -9.196  3.978  -0.40
O  -0.801  -10.281  3.893  0.17
C  -0.517  -7.960  4.478  -0.54
F  -1.216  -7.282  5.393  0.17
F  -0.279  -7.138  3.442  0.14
F  0.646  -8.313  5.009  0.18
H  -4.454  -10.125  4.973  0.08
H  -4.625  -11.464  3.828  0.08
H  -3.132  -11.277  4.753  0.08
H  -4.173  -9.338  2.619  0.13
H  -2.825  -10.457  2.393  0.13
C  0.454  1.843  2.355  -0.04
C  0.963  1.295  3.669  -0.17
O  1.818  2.249  4.339  0.03
C  1.211  3.245  4.963  -0.40
O  0.037  3.434  5.066  0.18
C  2.272  4.162  5.610  -0.55
F  3.229  4.486  4.733  0.17
F  2.851  3.526  6.640  0.16
F  1.713  5.276  6.062  0.18
H  1.290  2.146  1.724  0.08
H  -0.124  1.075  1.841  0.08
H  -0.188  2.711  2.507  0.09
H  1.594  0.425  3.512  0.11
H  0.150  1.007  4.335  0.13
C  -5.144  -0.117  0.011  -0.05
C  -5.768  -0.097  -1.367  -0.19
O  -5.364  -1.244  -2.147  0.03
C  -5.979  -2.381  -1.862  -0.40
O  -6.853  -2.556  -1.067  0.18
C  -5.411  -3.510  -2.748  -0.55
F  -4.074  -3.501  -2.728  0.16
F  -5.812  -3.345  -4.016  0.17
F  -5.835  -4.691  -2.320  0.18
H  -4.057  -0.176  -0.066  0.07
H  -5.408  0.794  0.547  0.08
H  -5.490  -0.971  0.591  0.08
H  -5.420  0.758  -1.942  0.12
H  -6.856  -0.063  -1.320  0.13
C  8.164  -9.164  1.997  -0.06
C  7.464  -8.413  0.886  -0.19
O  6.236  -9.066  0.492  0.04
C  5.200  -8.883  1.292  -0.41
O  5.153  -8.223  2.287  0.17
C  3.973  -9.622  0.725  -0.55
F  4.264  -10.888  0.403  0.17
F  3.528  -9.010  -0.385  0.16
F  2.980  -9.644  1.608  0.17
H  8.352  -10.195  1.699  0.08
H  9.117  -8.684  2.217  0.08
H  7.566  -9.172  2.907  0.08
H  8.066  -8.405  -0.019  0.13
H  7.244  -7.384  1.165  0.13
C  5.510  0.591  6.856  -0.05
C  5.402  0.288  5.379  -0.18
O  6.282  -0.792  4.987  0.04
C  5.874  -2.013  5.281  -0.41
O  4.856  -2.333  5.820  0.16
C  6.889  -3.044  4.739  -0.55
F  8.141  -2.745  5.089  0.18
F  6.807  -3.052  3.401  0.16
F  6.597  -4.259  5.185  0.18
H  6.543  0.819  7.123  0.09
H  4.889  1.453  7.097  0.07
H  5.177  -0.252  7.459  0.08
H  5.732  1.134  4.781  0.13
H  4.383  0.036  5.089  0.12

Largest force on an atom = 0.0143 Eh/bohr
Frontier orbital gap = 7.87 eV
Structure (SMILES) = COCCCCCCCCC1=CC(=O)C=C(B(O)O)C1=O.CCOC(=O)C(F)(F)F.CCOC(=O)C(F)(F)F.CCOC(=O)C(F)(F)F.CCOC(=O)C(F)(F)F.CCOC(=O)C(F)(F)F.CCOC(=O)C(F)(F)F.CCOC(=O)C(F)(F)F.CCOC(=O)C(F)(F)F.CCOC(=O)C(F)(F)F
Electronic energy = -6436.14033 hartree
E_HOMO = -9.47 eV

***

(3)
Here is a cluster of 2 separate species, C5H11N2 in total from the Open Molecules 2025 dataset. Energies are from ωB97M-V/def2-TZVPD.

Last column: natural (NBO) charge in e.
Cartesian coordinates (Å):
C  -1.230  1.412  -0.991  -0.59
C  -1.780  0.217  -0.756  0.03
N  -1.597  -0.923  -1.522  -0.81
H  -0.729  1.635  -1.926  0.21
H  -1.342  2.189  -0.247  0.23
H  -2.336  0.049  0.159  0.20
H  -1.228  -0.711  -2.441  0.38
H  -2.422  -1.504  -1.596  0.40
C  1.241  -0.443  1.616  -0.08
C  0.095  -0.550  2.267  -0.29
C  2.383  0.022  -0.410  0.11
N  1.295  -0.044  0.251  -0.42
H  2.206  -0.644  2.058  0.23
H  -0.838  -0.172  1.881  0.22
H  0.127  -1.066  3.215  0.24
H  2.371  0.343  -1.441  0.23
H  3.320  -0.224  0.076  0.22
H  0.466  0.414  -0.193  0.47

Largest force on an atom = 0.0262 Eh/bohr
Energy relative to the best compared isomer or geometry (same formula, charge and spin) = 46.3 kcal per mole
Frontier orbital gap = 7.63 eV
Total charge = +1
Electronic energy = -306.30975 hartree
E_HOMO = -12.67 eV

***

(4)
Here is a structure of composition C27H29NO3P2Sm from the Open Molecules 2025 dataset. Energies are from ωB97M-V/def2-TZVPD.

Last column: natural (NBO) charge in e.
Cartesian coordinates (Å):
C  4.230  1.406  0.858  -0.19
C  2.851  1.577  0.962  -0.10
C  2.091  1.684  -0.244  0.21
C  2.680  1.317  -1.472  -0.09
C  4.062  1.127  -1.550  -0.17
C  4.834  1.218  -0.397  -0.22
C  1.698  0.927  -2.537  -0.38
C  0.562  1.904  -2.590  -0.07
C  0.035  2.270  -1.333  0.07
C  -1.287  2.817  -1.245  0.03
C  -1.923  3.177  -2.432  -0.23
C  -1.315  2.946  -3.676  -0.22
C  -0.091  2.292  -3.762  -0.19
H  4.836  1.395  1.769  0.22
H  4.507  0.903  -2.521  0.22
H  5.914  1.112  -0.455  0.23
H  2.176  0.781  -3.511  0.25
H  -2.918  3.629  -2.392  0.22
H  -1.811  3.273  -4.587  0.23
H  0.376  2.057  -4.721  0.22
N  0.732  1.953  -0.172  -0.76
Sm  -0.168  -0.548  -0.214  1.72
C  2.108  1.514  2.273  -0.68
H  1.434  2.380  2.372  0.25
H  2.806  1.472  3.122  0.24
C  -1.964  2.912  0.101  -0.71
H  -1.303  3.410  0.827  0.26
H  -2.915  3.459  0.029  0.24
P  0.985  0.016  2.397  0.82
P  -2.338  1.243  0.870  0.80
C  -3.995  0.918  0.167  -0.94
H  -4.367  -0.032  0.576  0.24
H  -4.701  1.723  0.418  0.25
H  -3.921  0.821  -0.925  0.25
C  -2.770  1.768  2.564  -0.94
H  -3.697  2.362  2.575  0.25
H  -2.913  0.881  3.194  0.24
H  -1.955  2.367  2.995  0.25
C  2.254  -1.288  2.604  -0.94
H  3.065  -0.915  3.246  0.25
H  1.791  -2.169  3.067  0.24
H  2.664  -1.581  1.628  0.27
C  0.433  0.231  4.120  -0.94
H  -0.241  -0.588  4.398  0.24
H  1.299  0.231  4.800  0.26
H  -0.110  1.179  4.228  0.25
C  -1.481  -1.383  1.830  0.50
O  -2.066  -1.844  2.720  -0.43
H  1.238  -0.122  -2.188  0.15
O  2.309  -3.774  -1.773  -0.54
C  1.328  -3.149  -1.424  0.76
O  1.345  -1.903  -0.923  -0.90
C  -0.048  -3.782  -1.464  -0.06
C  -1.237  -3.042  -1.682  -0.32
C  -2.471  -3.648  -1.412  -0.19
C  -2.527  -4.984  -1.009  -0.20
C  -1.348  -5.739  -0.886  -0.17
C  -0.115  -5.128  -1.115  -0.20
H  -1.202  -2.038  -2.148  0.19
H  -3.393  -3.066  -1.519  0.23
H  -3.486  -5.454  -0.809  0.23
H  -1.382  -6.788  -0.608  0.24
H  0.816  -5.687  -1.011  0.26

Largest force on an atom = 0.0884 Eh/bohr
Frontier orbital gap (alpha / beta) = 5.29 / 5.69 eV
Total charge = +1
Electronic energy = -2667.25425 hartree
Spin multiplicity = 6
E_HOMO (alpha / beta) = -9.67 / -9.69 eV

***

(5)
Here is an isolated molecule of C13H15P from the Open Molecules 2025 dataset. Energies are from ωB97M-V/def2-TZVPD.

Last column: natural (NBO) charge in e.
Cartesian coordinates (Å):
C  1.081  2.548  1.803  -0.21
C  1.716  1.454  2.244  -0.22
C  0.009  2.301  0.867  -0.19
C  1.421  0.136  1.840  -0.18
C  -0.307  1.042  0.433  -0.08
C  0.264  -0.076  1.063  -0.32
C  0.170  0.413  -2.362  -0.22
C  -1.154  0.331  -1.761  -0.20
C  0.889  1.552  -2.266  -0.35
C  1.162  -2.832  -1.126  -0.36
C  -1.420  0.713  -0.475  -0.19
C  -0.066  -2.366  -0.697  -0.47
C  -2.144  -1.750  1.150  -0.95
P  -0.324  -1.800  1.067  0.78
H  1.139  3.559  2.211  0.22
H  2.663  1.382  2.808  0.21
H  -0.457  3.237  0.541  0.21
H  1.882  -0.615  2.469  0.22
H  0.416  -0.385  -2.914  0.20
H  -1.853  -0.289  -2.196  0.20
H  1.868  1.604  -2.690  0.20
H  0.524  2.384  -1.630  0.20
H  1.268  -3.279  -2.007  0.19
H  2.011  -2.619  -0.485  0.20
H  -2.424  0.676  -0.093  0.21
H  -0.966  -2.176  -1.250  0.20
H  -2.422  -0.869  1.889  0.25
H  -2.403  -2.794  1.391  0.25
H  -2.544  -1.479  0.176  0.22

Largest force on an atom = 0.1205 Eh/bohr
Energy relative to the best compared isomer or geometry (same formula, charge and spin) = 34.6 kcal per mole
Frontier orbital gap = 8.96 eV
Structure (SMILES) = C=C/C=C\c1ccccc1P(C)C=C
Electronic energy = -845.56238 hartree
E_HOMO = -8.31 eV